Entry 1:
Formula: C25H50N2O4
Source: OMol25
Level of theory: ωB97M-V with the def2-TZVPD basis set

Positions of all 81 atoms, in Å:
C 1.39056 2.14939 1.96188
C 1.68765 0.93274 1.05127
C 2.79334 1.22889 0.02108
C 2.87090 0.09883 -1.04518
C 4.24073 -0.64723 -1.03627
C 4.17921 -1.71414 0.09415
C 3.47947 -2.99678 -0.44419
C 2.09534 -3.18110 0.22188
C 1.07062 -3.73233 -0.81438
C -0.06480 -4.42894 -0.02203
C -1.03676 -3.29698 0.43190
C -2.03363 -2.93730 -0.70389
C -1.81631 -1.49508 -1.30496
C -3.03730 -0.57074 -1.08647
C -3.47780 0.17120 -2.38638
C -2.52955 1.29324 -2.86458
C -1.24042 0.82769 -3.61460
C 0.01110 1.14833 -2.76750
N -4.82063 0.71005 -2.18545
C -4.93366 1.55106 -1.00610
C -4.23186 1.02049 0.27000
N -2.86842 0.42498 0.01043
C -2.40604 -0.16337 1.29127
O -2.20304 0.91938 2.18783
C -2.49689 0.57421 3.52058
C -1.76218 -0.60803 4.12343
O -3.24898 1.21692 4.09114
H 2.14793 2.94613 1.86504
H 0.42968 2.60044 1.68220
H 1.30904 1.85187 3.01401
H 0.74353 0.68848 0.52092
H 1.91976 0.05694 1.67244
H 3.74099 1.28512 0.56557
H 2.62365 2.18416 -0.48144
H 2.67010 0.48538 -2.05033
H 2.07975 -0.62892 -0.80370
H 5.03406 0.07413 -0.81523
H 4.45335 -1.10828 -2.00727
H 3.52210 -1.33024 0.87876
H 5.17741 -1.89802 0.50003
H 3.36167 -2.89292 -1.52930
H 4.09911 -3.88636 -0.28283
H 1.72496 -2.22624 0.61063
H 2.18868 -3.86345 1.07474
H 1.56426 -4.37671 -1.54350
H 0.65163 -2.83469 -1.28758
H -0.57547 -5.14422 -0.68048
H 0.29165 -5.00547 0.83599
H -1.58947 -3.70914 1.28719
H -0.43795 -2.44602 0.77284
H -3.04433 -3.04957 -0.28714
H -1.96590 -3.67014 -1.51057
H -1.62121 -1.64940 -2.36396
H -0.92854 -1.07658 -0.82145
H -3.87560 -1.21300 -0.79626
H -3.52698 -0.59345 -3.16765
H -3.11620 1.88245 -3.57628
H -2.21894 1.99132 -2.07593
H -1.15944 1.46083 -4.50404
H -1.28159 -0.20810 -3.95874
H 0.16333 0.46505 -1.92598
H 0.90908 1.12697 -3.39037
H -0.05862 2.16816 -2.37290
H -5.53447 -0.00678 -2.22167
H -5.99988 1.59859 -0.75973
H -4.63655 2.59032 -1.18789
H -4.85154 0.24874 0.73608
H -4.18094 1.84433 0.98499
H -2.21681 1.19017 -0.20572
H -3.18852 -0.80373 1.71362
H -1.46081 -0.70158 1.20007
H -2.50258 -1.30856 4.51428
H -1.10232 -1.09140 3.39847
H -1.13643 -0.24258 4.94022
C 4.85178 6.13949 2.60476
C 4.13118 5.04228 1.79927
O 4.84499 4.09811 1.38595
O 2.89766 5.21252 1.64384
H 5.91716 5.92572 2.70004
H 4.73277 7.10367 2.10585
H 4.41916 6.20876 3.60530

**Kohn-Sham gap**: 5.0 eV
**Energy above the lowest of the compared OMol25 structures with the same formula, charge and spin**: 0.000 eV

Löwdin atomic charge list, values in e, 2 entries:
1. C -0.0918
2. C -0.2689



Entry 2:
Formula: C25H50N2O8P
Source: OMol25
Level of theory: ωB97M-V with the def2-TZVPD basis set

Positions of all 86 atoms, in Å:
C 2.05740 -4.17792 -1.44158
C 0.88311 -3.40682 -1.95379
N 0.65710 -2.15863 -1.85785
C -0.25978 -4.14771 -2.62799
P -1.59362 -3.31979 -1.81846
O -2.96426 -4.19190 -1.93930
C -3.97303 -3.60125 -1.31909
N -4.77480 -3.00495 -0.75075
H 2.73814 -4.39782 -2.25999
H 1.73119 -5.12143 -1.01241
H 2.56009 -3.58809 -0.68306
H 1.40924 -1.65229 -1.37807
H -0.28342 -3.93695 -3.69340
H -0.24188 -5.21963 -2.45597
H -1.32283 -3.19766 -0.46594
H -1.79365 -2.04434 -2.32904
C 3.73197 0.48595 0.67224
C 2.94146 0.79878 -0.56858
O 2.52713 -0.08149 -1.30175
C 2.71008 2.24663 -0.86803
H 3.84840 -0.59025 0.78255
H 4.71379 0.95623 0.60055
H 3.22284 0.88823 1.54926
H 3.67800 2.74467 -0.96453
H 2.16374 2.71654 -0.04845
H 2.13887 2.34645 -1.78818
C -6.77679 1.68196 1.33067
C -5.75404 0.73078 1.88535
O -5.26724 0.86206 2.98434
C -5.34854 -0.41353 0.98482
H -6.97081 2.47168 2.05284
H -6.40385 2.12713 0.40592
H -7.70323 1.14616 1.12474
H -4.92117 -0.01758 0.06095
H -6.21618 -1.01899 0.72933
H -4.60828 -1.02696 1.49566
C -8.70227 -2.87388 1.84089
C -9.45137 -1.72179 1.21301
O -8.89063 -0.69296 0.90412
C -10.92534 -1.91889 0.99612
H -7.65056 -2.62037 1.95288
H -9.12260 -3.09876 2.82179
H -8.79831 -3.76154 1.21315
H -11.42221 -2.10548 1.94943
H -11.09895 -2.77305 0.34059
H -11.34550 -1.02510 0.54188
C 5.84003 5.80408 0.62916
C 5.79645 4.30865 0.80245
O 5.49667 3.58021 -0.12274
C 6.15369 3.77444 2.15792
H 5.57098 6.06739 -0.39070
H 5.14549 6.28050 1.32269
H 6.84523 6.16961 0.84296
H 5.46900 4.17204 2.91006
H 7.17499 4.07989 2.40120
H 6.09806 2.68820 2.15605
C 8.52214 3.00518 -2.66382
C 7.57927 3.87894 -3.45715
O 7.90492 4.97267 -3.84974
C 6.20372 3.31543 -3.72108
H 9.47245 3.51705 -2.53597
H 8.09077 2.78813 -1.68466
H 8.68797 2.06150 -3.18608
H 5.70753 3.11567 -2.76913
H 6.27676 2.38430 -4.28565
H 5.61734 4.03406 -4.28825
C 10.61783 5.82159 2.48288
C 10.40529 4.33219 2.58054
O 9.34387 3.82131 2.29812
C 11.57718 3.50712 3.04540
H 9.70618 6.30311 2.13841
H 10.89216 6.22445 3.45870
H 11.42565 6.03810 1.78278
H 11.88585 3.82600 4.04186
H 12.42006 3.64060 2.36601
H 11.29876 2.45708 3.07276
C -11.57465 -6.83965 0.76603
C -11.43973 -5.93003 -0.43054
O -11.83543 -4.78816 -0.40616
C -10.79073 -6.51602 -1.66130
H -12.05603 -6.30402 1.57996
H -12.17321 -7.71365 0.50612
H -10.59030 -7.18213 1.08960
H -11.36088 -7.37798 -2.00998
H -9.77726 -6.84683 -1.42801
H -10.75540 -5.76645 -2.44759

**Kohn-Sham gap**: 7.3 eV
**Net charge**: +1

Löwdin atomic charge list, values in e, 2 entries:
1. C 0.0025
2. C -0.4788



Entry 3:
Formula: C25H50NO6S2
Source: OMol25
Level of theory: ωB97M-V with the def2-TZVPD basis set

Positions of all 84 atoms, in Å:
C -2.85600 3.19680 2.49205
O -1.72319 3.74371 1.84835
C -1.97905 4.40743 0.62489
C -2.64073 3.52649 -0.42710
C -1.79394 2.28793 -0.72339
C -2.51796 1.11667 -1.39964
C -3.90765 0.81526 -0.82972
C -4.38998 -0.64236 -0.97625
C -4.13888 -1.47066 0.29647
C -3.75824 -2.86840 -0.19309
C -3.18041 -2.57237 -1.52861
O -2.44436 -3.40840 -2.17719
C -1.37644 -2.96933 -3.09507
C -0.00017 -3.17657 -2.48105
C 0.97326 -3.39340 -3.64502
C 0.44782 -1.95231 -1.64942
C 0.79554 -2.16645 -0.16758
C 0.91625 -0.79433 0.49931
C -0.21297 -3.01950 0.61426
N -3.60621 -1.42332 -1.97016
H -2.78750 3.41800 3.55717
H -3.79080 3.61974 2.11536
H -2.88668 2.10812 2.36841
H -0.99681 4.71129 0.25545
H -2.55252 5.32614 0.79410
H -3.64875 3.25938 -0.10380
H -2.75729 4.12460 -1.33451
H -0.98562 2.59622 -1.39113
H -1.31090 1.93567 0.19168
H -2.59316 1.30213 -2.47623
H -1.87826 0.23867 -1.28962
H -3.94242 1.07656 0.22986
H -4.63498 1.46682 -1.31515
H -5.43523 -0.65483 -1.28473
H -4.94770 -1.45103 1.01979
H -3.25597 -1.02538 0.76715
H -4.66134 -3.45596 -0.40922
H -3.14782 -3.47862 0.46156
H -1.52516 -1.91610 -3.33965
H -1.51667 -3.54654 -4.00513
H -0.02346 -4.07439 -1.86074
H 1.99557 -3.45669 -3.27637
H 0.72796 -4.26683 -4.24832
H 0.93355 -2.52303 -4.30732
H -0.29477 -1.14959 -1.70927
H 1.34584 -1.55038 -2.12428
H 1.78726 -2.62113 -0.09844
H 1.20109 -0.88827 1.54708
H -0.04837 -0.27606 0.46455
H 1.65375 -0.16703 -0.00296
H -0.90939 -2.37907 1.16415
H 0.29091 -3.63119 1.36244
H -0.78372 -3.70181 -0.01569
H -3.41267 -1.07870 -2.89968
C 4.49132 -6.37659 -1.03743
C 6.02072 -6.26312 -0.99459
C 6.43561 -5.23749 -2.05477
S 5.05106 -4.10032 -2.22247
O 4.47804 -4.22759 -3.54091
O 5.39603 -2.79981 -1.71014
C 3.97136 -4.94370 -1.06029
H 4.10221 -6.92706 -0.18224
H 4.17867 -6.89898 -1.94395
H 6.33351 -5.92059 -0.00674
H 6.50195 -7.22225 -1.17651
H 7.31029 -4.65716 -1.77265
H 6.58941 -5.69114 -3.03204
H 2.94514 -4.84505 -1.40931
H 4.09276 -4.45445 -0.09356
C 0.18718 6.08410 3.20969
C 1.48340 6.73169 2.70000
C 1.75411 7.96553 3.56735
S 1.01110 7.61947 5.17322
O -0.07389 8.54200 5.38927
O 2.03589 7.45347 6.16909
C 0.32132 6.02662 4.72645
H 0.02727 5.09293 2.79131
H -0.67082 6.70468 2.93902
H 2.30747 6.02234 2.79885
H 1.41215 7.00675 1.64820
H 2.81127 8.16335 3.72437
H 1.26454 8.85748 3.18136
H -0.61841 5.90223 5.25954
H 1.03467 5.26506 5.04128

**Kohn-Sham gap**: 8.6 eV
**Net charge**: +1
**Energy above the lowest of the compared OMol25 structures with the same formula, charge and spin**: 0.000 eV

Löwdin atomic charge list, values in e, 2 entries:
1. C -0.0950
2. O -0.2156